C25H29Br30ClF6N2O4P | ωB97M-V with the def2-TZVPD basis set

Summary:
E_HOMO = -0.4143 hartree
Kohn-Sham gap = 5.7 eV
Charge = +1
E = -2176932.9290 eV

CARTESIAN COORDINATES (ANGSTROEM)
C: -0.875 -0.859 2.970
C: 0.149 -0.180 1.870
O: 1.587 -0.331 2.264
C: -0.205 1.407 1.537
C: -0.081 1.565 -0.104
C: 1.126 2.522 -0.755
C: 2.204 3.354 0.193
C: 3.723 3.445 -0.499
C: 4.905 3.241 0.666
F: 5.003 1.804 1.117
F: 6.274 3.573 0.141
F: 4.602 4.079 1.881
N: 1.203 2.649 -2.262
C: 0.267 1.922 -3.249
Cl: 0.607 2.271 -5.067
C: -0.954 0.934 -2.715
C: -1.945 0.136 -3.800
C: -1.639 -1.471 -3.899
C: -0.660 -1.921 -5.133
F: 0.388 -2.845 -4.559
F: -1.495 -2.615 -6.144
F: 0.058 -0.815 -5.805
C: -1.167 0.758 -1.087
C: -2.383 -0.163 -0.402
O: -2.710 -1.402 -0.864
O: -3.132 0.299 0.776
P: -4.296 1.534 0.385
N: -3.948 2.852 1.590
O: -3.999 2.288 -1.156
H: -1.304 -0.073 3.749
H: -0.283 -1.738 3.477
H: -1.775 -1.348 2.390
H: 0.048 -0.819 0.868
H: 1.807 0.404 2.915
H: 0.565 2.047 2.143
H: -1.281 1.730 1.938
H: 2.393 2.823 1.244
H: 1.784 4.461 0.323
H: 3.832 4.499 -1.028
H: 3.779 2.587 -1.295
H: 1.949 3.281 -2.649
H: -1.987 0.686 -4.849
H: -3.049 0.239 -3.358
H: -1.093 -1.785 -2.886
H: -2.613 -2.149 -3.977
H: -3.004 3.294 1.371
H: -3.740 2.297 2.474
H: -3.796 3.277 -1.006
C: 7.202 0.329 -1.303
Br: 8.671 -0.938 -1.446
Br: 7.483 1.892 -2.427
Br: 5.483 -0.513 -1.650
H: 7.183 0.680 -0.266
C: -7.186 -1.796 1.720
Br: -8.055 -1.264 3.377
Br: -8.260 -1.343 0.162
Br: -5.381 -1.081 1.587
H: -7.097 -2.887 1.741
C: 3.877 8.093 -0.096
Br: 1.993 8.393 -0.476
Br: 4.161 6.446 0.899
Br: 4.961 8.160 -1.710
H: 4.209 8.916 0.546
C: 0.552 -6.080 -3.560
Br: -1.323 -5.965 -3.053
Br: 1.702 -5.149 -2.297
Br: 1.117 -7.921 -3.833
H: 0.654 -5.568 -4.523
C: -3.095 1.191 6.863
Br: -3.989 -0.310 7.719
Br: -1.161 1.077 7.039
Br: -3.642 1.396 5.008
H: -3.411 2.096 7.392
C: 2.352 -10.607 -1.263
Br: 0.477 -10.492 -0.756
Br: 3.502 -9.676 0.000
Br: 2.917 -12.448 -1.536
H: 2.454 -10.095 -2.226
C: -5.768 -4.160 6.384
Br: -5.110 -4.380 8.201
Br: -7.553 -3.387 6.350
Br: -4.523 -3.153 5.280
H: -5.844 -5.161 5.948
C: 2.054 12.216 0.479
Br: 0.397 11.483 1.189
Br: 1.978 14.153 0.318
Br: 3.601 11.634 1.505
H: 2.172 11.815 -0.534
C: -4.829 -5.043 -0.424
Br: -6.085 -5.135 1.058
Br: -3.189 -6.018 -0.046
Br: -5.641 -5.614 -2.097
H: -4.554 -3.990 -0.545
C: 6.028 -4.224 -2.891
Br: 6.737 -5.839 -3.711
Br: 4.506 -3.520 -3.875
Br: 5.612 -4.491 -1.009
H: 6.818 -3.468 -2.939